The following is a DFT calculation (ωB97M-V with the def2-TZVPD basis set) of a gas-phase ion, C9H13N3 (charge +2).

Summary:
Charge: +2
F_max in hartree/bohr: 0.0152
Calculated total energy in Eh: -514.4050
HOMO-LUMO gap in eV: 7.8
SMILES: C[C@@]12C=CC=C[C@@H]1C(=[NH2+])NC2=[NH2+]
LUMO energy in eV: -8.539
Energy relative to the best compared isomer or geometry (same formula, charge and spin) in kcal/mol: 0.0

Geometry (Å):
C (-1.332, -1.324, -1.765)
C (-1.993, -0.074, -1.469)
C (-0.098, -1.585, -1.346)
C (-1.414, 0.880, -0.746)
C (-0.109, 0.708, 1.302)
C (1.013, -1.190, 0.787)
C (0.718, -0.578, -0.537)
C (0.001, 0.759, -0.195)
C (0.824, 1.976, -0.657)
N (0.453, -0.437, 1.770)
N (-0.663, 1.594, 2.062)
N (1.663, -2.287, 1.004)
H (-1.855, -2.044, -2.375)
H (-2.977, 0.088, -1.882)
H (0.409, -2.502, -1.598)
H (-1.905, 1.821, -0.557)
H (1.642, -0.393, -1.100)
H (1.829, 1.956, -0.242)
H (0.348, 2.910, -0.372)
H (0.893, 1.962, -1.742)
H (0.488, -0.683, 2.757)
H (-1.061, 2.442, 1.666)
H (-0.742, 1.499, 3.071)
H (2.078, -2.809, 0.237)
H (1.790, -2.691, 1.928)

=====

The following is a DFT calculation (ωB97M-V with the def2-TZVPD basis set) of a gas-phase ion, C9H13N3 (charge +2) at a distorted geometry.

Summary:
Charge: +2
F_max in hartree/bohr: 0.1150
Calculated total energy in Eh: -514.3235
HOMO-LUMO gap in eV: 7.6
SMILES: CN/C=[N+](\C=[NH2+])c1ccccc1
LUMO energy in eV: -9.141
Energy relative to the best compared isomer or geometry (same formula, charge and spin) in kcal/mol: 51.2

Geometry (Å):
C (3.700, -0.979, -0.116)
C (3.068, -0.510, -1.278)
C (2.977, -0.906, 1.050)
C (1.821, 0.011, -1.231)
C (1.713, -0.407, 1.075)
C (1.128, 0.040, -0.092)
C (-1.231, -0.368, 0.003)
C (-0.457, 1.797, 0.583)
C (-3.448, -1.216, -0.427)
N (-2.470, -0.219, -0.283)
N (0.424, 2.766, 0.617)
N (-0.254, 0.607, 0.127)
H (4.761, -1.225, -0.054)
H (3.467, -0.680, -2.272)
H (3.516, -1.083, 1.967)
H (1.103, -0.007, -2.135)
H (1.175, -0.319, 2.036)
H (-0.909, -1.315, 0.295)
H (-1.466, 2.060, 1.001)
H (-3.706, -1.192, -1.568)
H (-3.202, -2.287, -0.389)
H (-4.464, -1.169, 0.124)
H (-2.943, 0.615, -0.578)
H (0.031, 3.745, 0.672)
H (1.442, 2.620, 0.321)

=====

The following is a DFT calculation (ωB97M-V with the def2-TZVPD basis set) of 2 unconnected molecules or ions with the total composition C9H13N3O at a distorted geometry.

Summary:
Charge: +2
F_max in hartree/bohr: 0.1180
Calculated total energy in Eh: -589.3394
HOMO-LUMO gap in eV: 9.2
LUMO energy in eV: -8.124
Energy relative to the best compared isomer or geometry (same formula, charge and spin) in kcal/mol: 170.8

Geometry (Å):
C (1.404, -3.349, -0.768)
C (0.459, -2.843, -1.634)
C (1.700, -2.771, 0.453)
C (-0.267, -1.706, -1.330)
C (1.007, -1.580, 0.791)
C (0.099, -1.043, -0.137)
C (1.797, -0.474, 2.857)
C (-2.023, -0.002, 1.052)
C (0.973, 2.994, -0.720)
N (1.358, -1.034, 1.962)
N (-0.858, 0.600, 0.493)
N (-0.873, 1.412, -0.635)
O (0.451, 1.731, -1.037)
H (2.040, -4.257, -0.966)
H (0.099, -3.437, -2.547)
H (2.525, -3.282, 0.984)
H (-1.012, -1.375, -2.080)
H (2.490, -0.219, 3.699)
H (-1.623, -0.683, 1.797)
H (-2.619, 0.764, 1.431)
H (-2.561, -0.636, 0.318)
H (0.890, 3.356, 0.265)
H (0.598, 3.727, -1.444)
H (2.008, 2.941, -0.809)
H (-1.379, 0.997, -1.516)
H (-1.439, 2.428, -0.457)

=====

The following is a DFT calculation (ωB97M-V with the def2-TZVPD basis set) of a single C9H13N3O2 molecule at a distorted geometry.

Summary:
F_max in hartree/bohr: 0.0688
Calculated total energy in Eh: -665.4696
HOMO-LUMO gap in eV: 9.9
SMILES: CC(=O)N[C@]1(C(N)=O)C=CCC(C)=N1
LUMO energy in eV: 0.767
Energy relative to the best compared isomer or geometry (same formula, charge and spin) in kcal/mol: 0.0

Geometry (Å):
C (-0.802, 0.362, -2.117)
C (-0.838, 1.261, -1.145)
C (1.000, -0.932, -1.097)
C (0.907, 2.268, 0.658)
C (-1.295, -0.592, 1.322)
C (-0.062, -0.916, -2.156)
C (0.111, 0.995, -0.006)
C (1.975, -2.043, -1.023)
C (-2.417, -0.622, 2.435)
N (1.104, -0.042, -0.204)
N (2.163, 1.885, 0.868)
N (-0.742, 0.614, 1.159)
O (0.318, 3.239, 1.044)
O (-0.895, -1.670, 0.839)
H (-1.427, 0.660, -2.933)
H (-1.389, 2.270, -1.236)
H (-0.872, -1.610, -1.863)
H (0.448, -1.073, -3.162)
H (1.352, -2.870, -0.604)
H (2.686, -1.928, -0.306)
H (2.452, -2.289, -2.006)
H (-3.294, -0.165, 2.033)
H (-2.405, -1.659, 2.626)
H (-2.150, 0.062, 3.270)
H (2.308, 0.868, 0.622)
H (2.827, 2.540, 1.175)
H (-1.060, 1.387, 1.805)

=====

The following is a DFT calculation (ωB97M-V with the def2-TZVPD basis set) of a molecular structure, C9H13N3OP at a distorted geometry.

Summary:
Charge: +1
F_max in hartree/bohr: 0.1311
Calculated total energy in Eh: -931.2197
HOMO-LUMO gap in eV: 9.0
LUMO energy in eV: -3.292
Energy relative to the best compared isomer or geometry (same formula, charge and spin) in kcal/mol: 95.5

Geometry (Å):
C (-1.306, -1.694, 2.648)
C (-2.184, -2.559, 1.953)
C (-0.453, -0.789, 2.007)
C (-2.353, -2.455, 0.563)
C (-0.485, -0.871, 0.603)
C (-1.472, -1.660, -0.086)
C (2.285, 0.696, -1.953)
C (1.924, 1.615, 0.793)
C (-0.081, 2.480, -1.221)
N (0.287, -0.238, -0.419)
N (-0.339, -0.506, -1.590)
N (-1.301, -1.336, -1.469)
O (-1.969, -1.666, -2.436)
P (1.051, 1.215, -0.717)
H (-1.121, -1.656, 3.752)
H (-2.865, -3.295, 2.334)
H (0.226, -0.105, 2.687)
H (-3.060, -2.915, -0.120)
H (2.867, 1.573, -2.325)
H (1.742, -0.016, -2.571)
H (3.063, 0.252, -1.473)
H (1.291, 1.611, 1.631)
H (2.368, 2.686, 0.887)
H (2.785, 1.090, 0.896)
H (-0.534, 2.341, -2.251)
H (0.377, 3.494, -1.603)
H (-0.745, 2.708, -0.523)

=====

The following is a DFT calculation (ωB97M-V with the def2-TZVPD basis set) of a gas-phase ion, C9H13N4O2 (charge +1) at a distorted geometry.

Summary:
Charge: +1
F_max in hartree/bohr: 0.1362
Calculated total energy in Eh: -719.6279
HOMO-LUMO gap (spin up / spin down) in eV: 7.1 / 7.1
LUMO energy (spin up / spin down) in eV: -5.763 / -5.765
Energy relative to the best compared isomer or geometry (same formula, charge and spin) in kcal/mol: 188.9

Geometry (Å):
C (1.758, -2.879, 0.026)
C (0.559, -2.052, -0.095)
C (2.997, -2.362, 0.134)
C (0.464, -0.709, -0.058)
C (2.736, 0.009, -0.224)
C (-2.867, 0.761, 0.258)
C (-1.960, 1.874, 0.753)
C (-1.911, -0.469, 0.007)
C (-0.534, 1.410, 0.617)
N (3.369, -1.022, -0.046)
N (-0.573, 0.690, -1.585)
N (2.460, 1.356, -0.159)
N (-0.575, 0.157, -0.231)
O (1.866, 1.910, -1.112)
O (2.808, 1.904, 0.890)
H (1.505, -3.927, 0.301)
H (-0.399, -2.558, -0.050)
H (3.910, -3.012, 0.296)
H (-3.641, 0.519, 0.792)
H (-3.157, 1.090, -0.752)
H (-2.257, 2.942, 0.397)
H (-2.111, 2.173, 1.848)
H (-1.884, -1.065, 0.894)
H (-2.276, -0.944, -0.902)
H (0.112, 2.195, 0.265)
H (-0.134, 1.078, 1.623)
H (-0.706, -0.034, -2.204)
H (0.439, 0.967, -1.682)

=====

The following is a DFT calculation (ωB97M-V with the def2-TZVPD basis set) of a molecular structure, C9H13N5 at a distorted geometry.

Summary:
F_max in hartree/bohr: 0.0723
Calculated total energy in Eh: -624.5189
HOMO-LUMO gap in eV: 9.5
LUMO energy in eV: 0.845
Energy relative to the best compared isomer or geometry (same formula, charge and spin) in kcal/mol: 0.0

Geometry (Å):
C (-2.200, 1.674, 0.623)
C (-2.224, 0.244, 1.089)
C (-2.550, -0.728, -0.020)
C (-1.566, -0.706, -1.193)
C (0.329, -2.067, -0.244)
C (1.844, -0.723, 0.066)
C (3.044, 0.041, 0.146)
C (1.961, 1.905, -0.668)
C (0.800, 0.008, -0.549)
H (-3.197, 1.859, 0.083)
H (-1.431, 1.819, -0.092)
H (-1.848, 2.373, 1.474)
H (-2.794, 0.166, 1.950)
H (-1.203, 0.136, 1.469)
H (-3.575, -0.275, -0.434)
H (-2.609, -1.797, 0.314)
H (-1.631, 0.204, -1.780)
H (-1.846, -1.566, -1.812)
H (-0.299, -3.025, -0.430)
H (5.024, -0.121, 1.055)
H (4.272, -1.482, 1.026)
H (2.073, 2.919, -0.968)
N (-0.137, -0.909, -0.816)
N (1.544, -2.050, 0.233)
N (4.291, -0.562, 0.541)
N (3.167, 1.306, -0.319)
N (0.763, 1.356, -0.745)

=====

The following is a DFT calculation (ωB97M-V with the def2-TZVPD basis set) of a molecular structure, C9H13N5PdS at a distorted geometry.

Summary:
F_max in hartree/bohr: 0.0401
Calculated total energy in Eh: -1150.3976
HOMO-LUMO gap (spin up / spin down) in eV: 6.3 / 7.1
2S+1: 3
LUMO energy (spin up / spin down) in eV: 0.597 / -0.522
Energy relative to the best compared isomer or geometry (same formula, charge and spin) in kcal/mol: 48.4

Geometry (Å):
Pd (0.762, -1.214, 0.109)
C (-2.074, 2.951, -1.739)
C (-0.753, 2.281, -1.859)
N (0.351, 2.957, -1.904)
N (1.502, 2.351, -1.600)
C (1.548, 1.240, -0.799)
S (2.698, -0.041, -0.954)
N (-0.668, 0.844, -1.526)
N (-1.901, 0.141, -1.447)
H (-1.951, 3.985, -2.046)
H (-2.416, 2.958, -0.698)
H (-2.826, 2.458, -2.353)
H (2.336, 2.833, -1.899)
H (-1.684, -0.839, -1.210)
H (-2.465, 0.536, -0.700)
C (0.666, -1.732, 3.087)
C (1.878, -2.183, 2.547)
C (1.856, -2.898, 1.346)
N (0.729, -3.218, 0.683)
C (-0.429, -2.698, 1.170)
C (-0.504, -1.996, 2.392)
H (0.640, -1.215, 4.036)
H (2.812, -2.010, 3.062)
H (2.770, -3.313, 0.923)
H (-1.339, -3.051, 0.682)
H (-1.468, -1.694, 2.777)
C (0.252, 0.763, -0.289)
H (-0.125, 0.371, -2.266)
H (-0.197, 1.432, 0.472)

=====

The following is a DFT calculation (ωB97M-V with the def2-TZVPD basis set) of 2 unconnected molecules or ions with the total composition C9H13NO2 at a distorted geometry.

Summary:
F_max in hartree/bohr: 0.0693
Calculated total energy in Eh: -555.9483
HOMO-LUMO gap in eV: 9.8
SMILES: Cc1ccc(O)cc1.CC(N)=O
LUMO energy in eV: 0.658
Energy relative to the best compared isomer or geometry (same formula, charge and spin) in kcal/mol: 34.8

Geometry (Å):
C (0.036, -2.110, 1.084)
C (0.758, -0.006, 2.140)
C (0.752, -0.779, 0.962)
C (1.259, 1.280, 2.196)
C (1.604, 1.756, 0.900)
C (1.325, -0.300, -0.221)
C (1.788, 1.058, -0.254)
O (2.142, 3.066, 0.943)
H (0.579, -0.515, 3.092)
H (1.333, 1.965, 3.017)
H (-0.079, -2.677, 0.176)
H (-1.039, -1.902, 1.272)
H (1.162, -0.918, -1.076)
H (1.389, 3.693, 1.008)
H (2.402, 1.363, -1.081)
H (0.406, -2.522, 2.019)
C (-1.926, -1.388, -1.909)
C (-2.127, 0.122, -2.010)
O (-2.836, 0.620, -2.857)
N (-1.273, 0.943, -1.268)
H (-2.781, -1.902, -2.326)
H (-1.581, -1.714, -0.938)
H (-1.276, 1.881, -1.635)
H (-0.807, 0.487, -0.501)
H (-1.210, -1.501, -2.733)

=====

Q: Which value of F_max does entry 5 give?
A: 0.1311 hartree/bohr

=====

Q: Which of these has the highest F_max?
A: C9H13N4O2

=====

Q: Which of these has the highest F_max?
A: C9H13N4O2

=====

Please write out number 2 again, unchanged.
The following is a DFT calculation (ωB97M-V with the def2-TZVPD basis set) of a gas-phase ion, C9H13N3 (charge +2) at a distorted geometry.

Summary:
Charge: +2
F_max in hartree/bohr: 0.1150
Calculated total energy in Eh: -514.3235
HOMO-LUMO gap in eV: 7.6
SMILES: CN/C=[N+](\C=[NH2+])c1ccccc1
LUMO energy in eV: -9.141
Energy relative to the best compared isomer or geometry (same formula, charge and spin) in kcal/mol: 51.2

Geometry (Å):
C (3.700, -0.979, -0.116)
C (3.068, -0.510, -1.278)
C (2.977, -0.906, 1.050)
C (1.821, 0.011, -1.231)
C (1.713, -0.407, 1.075)
C (1.128, 0.040, -0.092)
C (-1.231, -0.368, 0.003)
C (-0.457, 1.797, 0.583)
C (-3.448, -1.216, -0.427)
N (-2.470, -0.219, -0.283)
N (0.424, 2.766, 0.617)
N (-0.254, 0.607, 0.127)
H (4.761, -1.225, -0.054)
H (3.467, -0.680, -2.272)
H (3.516, -1.083, 1.967)
H (1.103, -0.007, -2.135)
H (1.175, -0.319, 2.036)
H (-0.909, -1.315, 0.295)
H (-1.466, 2.060, 1.001)
H (-3.706, -1.192, -1.568)
H (-3.202, -2.287, -0.389)
H (-4.464, -1.169, 0.124)
H (-2.943, 0.615, -0.578)
H (0.031, 3.745, 0.672)
H (1.442, 2.620, 0.321)